No. 1
DFT (wB97M-V/def2-TZVPD) results for 8 unconnected molecules or ions with the total composition C40H102N6O14.

LUMO	0.5	eV
highest occupied orbital energy	-0.3152	Eh

Last column: Mulliken charge in e.
Cartesian coordinates (Å):
C: 3.361 -6.204 -3.740  -0.752
O: 2.584 -6.126 -2.560  -0.320
C: 1.196 -6.425 -2.669  0.288
C: 0.761 -7.003 -1.258  -0.927
N: 1.245 -8.397 -1.128  -0.263
C: 0.787 -9.232 -0.020  -0.821
C: 1.244 -8.729 1.388  -0.327
O: 1.370 -9.881 2.234  -0.326
C: 2.149 -9.589 3.359  -0.787
H: 3.498 -7.265 -3.952  0.362
H: 4.280 -5.639 -3.586  0.253
H: 2.919 -5.630 -4.554  0.167
H: 1.150 -7.307 -3.307  0.531
H: 0.572 -5.647 -3.109  -0.382
H: -0.295 -6.997 -0.987  0.527
H: 1.047 -6.315 -0.463  0.385
H: 2.249 -8.285 -1.147  0.238
H: 1.330 -10.177 -0.066  0.370
H: -0.260 -9.519 -0.112  0.311
H: 0.543 -7.998 1.792  0.301
H: 2.232 -8.273 1.320  0.322
H: 3.193 -9.432 3.088  0.345
H: 2.215 -10.556 3.857  0.275
H: 1.701 -8.816 3.983  0.284
C: 6.803 6.233 6.259  -0.709
O: 5.782 6.246 7.266  -0.355
C: 4.770 7.221 7.110  -0.787
C: 4.106 7.393 5.745  -0.410
N: 3.100 6.408 5.381  0.015
C: 2.234 6.802 4.241  -0.657
C: 2.948 6.651 2.867  -0.351
O: 2.024 6.827 1.815  -0.373
C: 2.613 6.658 0.556  -0.639
H: 6.493 5.883 5.274  0.231
H: 7.685 5.647 6.520  0.270
H: 7.097 7.271 6.104  0.336
H: 5.198 8.202 7.316  0.392
H: 4.025 6.896 7.836  0.348
H: 4.813 7.529 4.926  0.319
H: 3.694 8.402 5.783  0.287
H: 2.691 5.778 6.056  0.201
H: 1.770 7.787 4.188  0.294
H: 1.474 6.021 4.203  0.182
H: 3.160 5.582 2.886  0.130
H: 3.902 7.173 2.792  0.469
H: 1.849 6.496 -0.205  0.252
H: 3.166 5.721 0.625  0.233
H: 3.177 7.534 0.234  0.312
C: -0.266 -2.996 -1.472  -0.486
O: 0.675 -2.354 -0.532  -0.375
C: 1.950 -1.997 -1.061  -0.452
C: 2.807 -1.313 0.065  -0.867
N: 2.391 0.111 0.192  0.053
C: 2.902 0.815 1.360  -1.305
C: 2.455 2.263 1.520  -0.470
O: 1.086 2.245 1.896  -0.032
C: 0.513 3.536 2.146  -0.528
H: -1.326 -3.019 -1.218  0.328
H: -0.126 -4.016 -1.831  -0.111
H: -0.400 -2.449 -2.405  0.381
H: 2.041 -1.356 -1.938  0.264
H: 2.442 -2.892 -1.442  0.462
H: 3.840 -1.350 -0.280  0.419
H: 2.754 -1.879 0.995  0.350
H: 1.385 0.169 0.258  -0.084
H: 3.990 0.812 1.306  0.477
H: 2.727 0.315 2.313  0.414
H: 2.727 2.844 0.639  0.316
H: 3.059 2.651 2.340  0.304
H: -0.518 3.519 2.498  0.002
H: 0.595 3.969 1.149  0.251
H: 1.176 4.194 2.708  0.235
C: 1.583 -2.804 -5.396  -0.704
O: 0.267 -3.246 -5.186  -0.215
C: -0.044 -4.459 -5.895  -0.351
C: -1.478 -5.040 -5.751  -1.008
N: -1.767 -5.257 -4.338  -0.014
C: -3.107 -5.865 -4.186  -0.843
C: -3.593 -5.776 -2.737  -0.571
O: -4.011 -4.391 -2.392  -0.204
C: -4.641 -4.259 -1.135  -0.653
H: 1.835 -2.312 -6.335  0.345
H: 2.383 -3.419 -4.983  0.214
H: 1.683 -2.011 -4.654  0.201
H: 0.632 -5.258 -5.591  0.106
H: 0.127 -4.276 -6.956  0.519
H: -1.566 -5.937 -6.364  0.462
H: -2.188 -4.291 -6.101  0.442
H: -1.889 -4.315 -3.993  0.035
H: -2.899 -6.885 -4.508  0.473
H: -3.853 -5.539 -4.911  0.334
H: -2.901 -5.974 -1.919  0.251
H: -4.383 -6.503 -2.549  0.454
H: -4.572 -5.150 -0.510  0.461
H: -5.676 -3.929 -1.216  0.101
H: -4.029 -3.427 -0.788  0.183
C: -4.804 3.178 -4.683  -0.715
O: -3.641 3.881 -4.392  -0.376
C: -3.764 5.041 -3.632  -0.378
C: -2.401 5.551 -3.246  -0.790
N: -1.659 4.387 -2.817  -0.341
C: -1.973 3.943 -1.477  -0.428
C: -1.220 2.613 -1.094  -0.583
O: -1.964 1.923 -0.128  0.517
C: -1.791 0.528 -0.089  0.062
H: -4.551 2.259 -5.211  0.270
H: -5.552 3.658 -5.315  0.328
H: -5.347 2.922 -3.773  0.205
H: -4.358 4.872 -2.735  0.237
H: -4.341 5.805 -4.152  0.498
H: -2.473 6.441 -2.621  0.316
H: -1.841 5.954 -4.090  0.365
H: -1.967 3.665 -3.452  0.414
H: -3.029 3.742 -1.292  0.108
H: -1.625 4.695 -0.769  0.214
H: -0.211 2.866 -0.770  -0.122
H: -1.037 1.887 -1.887  0.532
H: -2.192 0.050 -0.982  0.447
H: -2.246 0.153 0.828  0.198
H: -0.763 0.281 0.178  -0.703
C: -3.721 2.036 2.952  -0.358
O: -4.848 2.749 2.413  -0.490
C: -4.980 2.849 1.011  -0.249
C: -5.312 1.510 0.295  -0.121
N: -6.600 1.052 0.857  -0.331
C: -7.089 -0.304 0.689  -0.718
C: -6.975 -0.800 -0.776  -0.790
O: -5.582 -1.016 -1.251  -0.066
C: -5.376 -0.902 -2.677  -0.916
H: -3.707 1.982 4.040  0.352
H: -2.838 2.627 2.708  0.079
H: -3.485 1.092 2.461  0.148
H: -4.054 3.278 0.628  -0.079
H: -5.654 3.652 0.712  0.398
H: -4.525 0.762 0.391  0.221
H: -5.360 1.667 -0.783  0.069
H: -6.291 1.135 1.815  0.303
H: -8.126 -0.269 1.024  0.461
H: -6.495 -1.090 1.157  0.288
H: -7.506 -0.084 -1.404  0.395
H: -7.573 -1.693 -0.959  0.544
H: -5.511 0.134 -2.990  0.349
H: -5.939 -1.694 -3.169  0.356
H: -4.369 -1.072 -3.059  0.232
C: 6.724 0.830 -0.126  -1.172
C: 5.754 1.783 -0.804  0.362
O: 6.549 2.767 -1.560  -0.572
H: 7.404 1.327 0.566  0.326
H: 7.297 0.205 -0.812  0.316
H: 6.250 0.097 0.527  0.349
H: 5.058 2.303 -0.145  -0.102
H: 5.152 1.298 -1.574  0.221
H: 5.923 3.408 -1.905  0.311
C: 1.049 2.534 6.814  -1.429
C: 1.332 2.888 5.384  0.616
O: 0.394 2.165 4.695  -0.558
H: 0.039 2.901 6.996  0.352
H: 1.729 3.186 7.363  0.395
H: 1.303 1.505 7.070  0.339
H: 2.341 2.553 5.143  0.267
H: 1.238 3.943 5.128  -0.260
H: 0.687 1.988 3.798  0.281

=====

No. 2
DFT (wB97M-V/def2-TZVPD) results for 9 unconnected molecules or ions with the total composition C40H103N5O14.

LUMO	0.6	eV
highest occupied orbital energy	-0.3031	Eh

Last column: Mulliken charge in e.
Cartesian coordinates (Å):
C: 1.496 -4.068 0.944  -0.789
O: 0.421 -4.965 0.992  -0.318
C: -0.534 -4.837 -0.019  -0.371
C: -1.723 -5.709 0.273  -0.449
N: -1.260 -7.064 0.417  -0.404
C: -2.124 -8.045 1.103  -0.538
C: -1.357 -9.246 1.593  -0.661
O: -0.589 -8.845 2.689  -0.233
C: 0.107 -9.883 3.288  -0.757
H: 1.196 -3.042 1.176  0.068
H: 1.945 -4.127 -0.053  0.500
H: 2.300 -4.398 1.607  0.293
H: -0.117 -5.146 -0.983  0.452
H: -0.884 -3.756 -0.124  0.176
H: -2.377 -5.620 -0.608  0.270
H: -2.220 -5.361 1.205  0.206
H: -0.402 -7.073 0.924  0.298
H: -2.875 -8.455 0.371  0.286
H: -2.605 -7.484 1.919  0.325
H: -0.635 -9.645 0.829  0.335
H: -2.046 -10.060 1.789  0.497
H: 0.586 -10.590 2.582  0.300
H: -0.595 -10.450 3.934  0.281
H: 0.866 -9.437 3.940  0.219
C: -0.730 6.823 -6.773  -0.740
O: -1.176 5.471 -6.564  -0.345
C: -0.372 4.539 -7.284  -0.681
C: -0.825 3.080 -6.808  -0.731
N: -1.093 2.963 -5.401  -0.361
C: 0.098 3.074 -4.596  0.568
C: -0.393 2.922 -3.185  0.335
O: -1.425 3.890 -2.765  -0.525
C: -0.914 5.119 -2.397  -0.585
H: 0.161 7.029 -6.067  0.236
H: -1.493 7.528 -6.492  0.273
H: -0.426 7.005 -7.812  0.314
H: 0.654 4.626 -6.997  0.266
H: -0.493 4.691 -8.328  0.656
H: -0.065 2.388 -7.096  0.157
H: -1.736 2.829 -7.362  0.431
H: -1.719 3.696 -5.079  0.433
H: 0.592 4.050 -4.791  0.232
H: 0.850 2.262 -4.736  -0.442
H: 0.468 2.996 -2.478  -0.065
H: -0.906 1.982 -3.024  -0.322
H: -0.328 5.505 -3.254  0.146
H: -0.234 5.099 -1.540  0.227
H: -1.774 5.709 -2.188  0.313
C: -2.998 -0.814 -1.587  -0.668
O: -2.676 -1.411 -0.333  0.268
C: -3.805 -1.893 0.408  -0.652
C: -4.647 -0.872 1.139  -0.488
N: -3.873 -0.201 2.134  0.788
C: -4.408 1.055 2.680  0.141
C: -4.069 2.324 1.955  -0.160
O: -4.684 2.285 0.653  -0.322
C: -4.258 3.294 -0.200  -0.763
H: -3.572 -1.527 -2.164  0.410
H: -2.037 -0.630 -2.104  0.022
H: -3.503 0.166 -1.477  0.109
H: -3.355 -2.579 1.094  -0.183
H: -4.485 -2.440 -0.280  0.519
H: -5.461 -1.485 1.574  0.444
H: -5.086 -0.202 0.363  0.174
H: -2.905 -0.097 1.797  -0.320
H: -4.158 1.161 3.736  -1.031
H: -5.508 0.957 2.634  0.552
H: -2.990 2.475 1.843  0.025
H: -4.464 3.195 2.494  0.535
H: -3.188 3.374 -0.211  0.275
H: -4.708 4.263 0.219  0.302
H: -4.625 2.999 -1.149  0.305
C: 3.433 1.937 -0.458  -0.372
O: 4.037 2.495 -1.586  -0.411
C: 3.527 3.773 -1.783  0.065
C: 4.183 4.260 -3.100  -1.191
N: 3.634 3.531 -4.256  0.234
C: 4.446 3.809 -5.443  -1.040
C: 3.859 3.113 -6.645  0.149
O: 3.882 1.701 -6.409  -0.299
C: 3.294 0.942 -7.434  -0.647
H: 3.732 2.404 0.490  0.410
H: 3.807 0.915 -0.423  0.006
H: 2.366 1.893 -0.581  0.117
H: 3.852 4.460 -1.022  0.476
H: 2.441 3.802 -1.744  -0.085
H: 5.258 4.220 -2.976  0.373
H: 3.978 5.323 -3.262  0.542
H: 3.884 2.536 -4.097  0.087
H: 5.524 3.683 -5.350  0.400
H: 4.354 4.917 -5.657  0.402
H: 4.448 3.368 -7.559  0.454
H: 2.784 3.383 -6.839  -0.266
H: 3.366 -0.093 -7.090  0.230
H: 3.865 1.075 -8.409  0.292
H: 2.230 1.247 -7.612  0.184
C: 0.685 -2.411 4.582  -0.955
O: -0.376 -1.764 3.948  0.165
C: -1.476 -2.600 3.549  0.805
C: -2.697 -2.624 4.452  -1.463
N: -3.300 -1.334 4.767  -0.111
C: -2.458 -0.461 5.609  -0.026
C: -3.261 0.620 6.351  -0.844
O: -2.446 1.349 7.248  -0.400
C: -1.900 0.671 8.385  -0.666
H: 0.923 -3.365 4.064  0.243
H: 0.540 -2.669 5.641  0.257
H: 1.562 -1.730 4.572  0.277
H: -1.130 -3.639 3.386  0.545
H: -1.739 -2.165 2.554  -0.692
H: -2.549 -3.137 5.368  0.553
H: -3.442 -3.199 3.897  0.400
H: -3.472 -0.878 3.870  -0.054
H: -1.666 0.061 5.080  0.213
H: -1.935 -0.957 6.403  0.397
H: -4.111 0.233 6.900  0.357
H: -3.732 1.308 5.661  0.064
H: -1.460 1.445 9.013  0.256
H: -1.220 -0.171 8.049  0.260
H: -2.734 0.195 8.941  0.320
C: 5.100 -2.317 3.479  -1.393
C: 5.211 -1.266 2.339  0.640
C: 4.652 -1.778 1.034  -0.723
O: 4.540 -0.083 2.667  -0.376
H: 4.096 -2.641 3.633  0.247
H: 5.464 -1.892 4.422  0.434
H: 5.671 -3.191 3.215  0.414
H: 6.269 -0.995 2.162  0.146
H: 4.893 -1.162 0.152  0.220
H: 3.553 -1.775 1.094  -0.218
H: 4.950 -2.810 0.812  0.433
H: 4.662 0.117 3.579  0.249
C: -0.303 1.143 0.013  -1.067
C: 0.017 0.225 1.159  1.748
C: 1.438 0.313 1.694  -0.295
O: -1.000 0.460 2.106  1.041
H: -1.386 1.017 -0.205  -0.088
H: 0.259 0.913 -0.882  -0.070
H: -0.106 2.166 0.314  0.383
H: -0.089 -0.798 0.743  -0.890
H: 1.624 -0.449 2.465  0.120
H: 1.704 1.309 2.092  -0.144
H: 2.208 0.072 0.944  -0.145
H: -0.725 -0.032 2.904  -0.879
C: 0.436 3.517 3.764  -1.453
C: -0.066 2.452 4.663  1.342
O: -0.339 2.989 5.902  -0.651
H: 0.922 3.211 2.845  0.193
H: 1.128 4.152 4.257  0.433
H: -0.277 4.229 3.475  0.402
H: 0.753 1.679 4.702  -0.016
H: -0.900 1.887 4.164  -0.670
H: -1.022 2.460 6.365  0.452
C: 2.186 -0.550 -3.602  -0.991
C: 0.923 -0.416 -4.433  1.231
O: 0.424 -1.746 -4.687  -0.642
H: 3.009 -1.052 -4.118  0.417
H: 1.997 -1.199 -2.738  0.321
H: 2.609 0.388 -3.200  0.004
H: 1.150 0.142 -5.394  -0.133
H: 0.201 0.119 -3.839  -0.442
H: -0.461 -1.645 -5.094  0.345

=====

Here are the calculated HOMO-LUMO gap numbers, same order: 0.3334, 0.3255 (Ha).
Here are the calculated energy relative to the best compared isomer or geometry (same formula, charge and spin) numbers, same order: 119.8, 23.2 (kcal/mol).